103
Properties=species:S:1:pos:R:3:forces:R:3:lowdin_charge:R:1 method="wB97M-V/def2-TZVPD" gap_ev=6.013 homo_ev=-1.85 total_energy_ev=-140682.8670 total_charge=-2
Pd -0.1571 -0.3417 0.0887 0.533 -0.214 -0.430 0.609
Se 1.6618 -1.9242 0.5630 -0.072 0.100 0.136 0.710
P 0.1304 -0.4858 -2.3730 -0.234 0.077 0.161 1.133
O -7.6504 2.9431 -0.5477 -0.023 0.045 0.002 0.017
O -1.7365 1.1129 -0.0025 -0.065 -0.294 0.144 -0.136
O -4.3721 -2.2412 0.1461 0.032 0.054 0.084 -0.022
O -2.2874 -1.6231 -0.3996 -0.152 -0.281 -0.127 -0.132
O -7.9524 0.8164 -0.4515 -0.031 -0.013 0.006 0.035
O -1.6614 3.7149 0.0725 -0.064 0.180 0.186 0.073
O -3.2967 4.6896 -0.9168 -0.083 0.116 0.148 0.009
N -7.2219 1.7970 -0.4585 0.164 -0.060 -0.006 -0.374
N 0.0029 0.1519 2.0460 -0.030 0.154 0.398 -0.091
N -2.7954 3.7117 -0.3612 -0.211 -0.372 0.069 -0.359
N 4.2480 -0.4134 0.4241 0.036 -0.014 0.040 0.052
C 0.1893 -1.5321 3.9464 -0.035 0.020 -0.005 -0.094
C -2.2087 -0.2807 5.1381 -0.001 0.006 -0.005 -0.292
C 3.2415 2.4481 5.0460 0.004 0.014 0.010 -0.071
C -3.6029 2.4951 -0.2772 0.103 0.208 -0.018 -0.052
C -1.8654 3.2859 -4.2012 0.016 -0.077 -0.030 -0.080
C -1.8046 -1.4009 2.4984 0.016 0.027 0.028 -0.108
C 2.4169 0.9789 -2.0714 -0.018 0.003 0.014 -0.129
C -5.7952 1.5945 -0.3603 -0.156 0.044 -0.008 -0.161
C 3.0687 2.9952 2.6002 -0.031 -0.008 -0.021 -0.054
C -1.4120 3.2658 -2.8920 0.107 0.086 -0.127 -0.068
C -0.8420 2.1113 -2.3702 0.292 0.066 -0.048 -0.098
C -2.9821 1.1897 -0.1306 -0.082 -0.065 0.055 -0.264
C 2.8052 -1.3972 -2.6863 0.054 -0.046 -0.081 -0.122
C 2.4529 2.8122 1.3605 0.065 0.019 -0.041 -0.281
C 0.9812 1.0727 2.2905 -0.136 0.059 0.131 -0.285
C 1.4300 1.9010 1.2291 -0.084 -0.018 -0.007 -0.035
C -0.6907 -0.5593 3.1232 0.028 0.114 0.120 -0.443
C -0.5575 -2.0322 -3.2128 0.095 0.060 -0.110 -0.652
C -1.7288 2.1506 -4.9909 -0.007 0.039 0.031 -0.092
C 1.9115 -0.1775 -2.9430 -0.005 -0.008 0.095 -0.651
C 2.9261 3.5786 0.1528 -0.023 0.018 0.011 -0.056
C -2.0744 -1.8801 -3.4009 -0.003 -0.030 -0.032 -0.086
C -4.9608 2.6880 -0.4005 -0.024 0.036 0.015 0.056
C -1.2823 -1.1946 5.9487 -0.014 -0.014 -0.015 -0.130
C 0.0427 -2.4219 -4.5727 -0.035 -0.032 0.057 -0.100
C -1.3943 0.4482 4.0640 0.034 -0.050 0.024 -0.074
C -3.4913 -1.4054 -0.1127 0.039 0.094 -0.155 -0.672
C 3.2235 -0.9439 0.5060 -0.136 -0.123 0.167 -0.782
C -1.1501 1.0046 -4.4675 -0.026 -0.004 0.042 -0.111
C -5.2670 0.3025 -0.2396 0.046 -0.020 0.003 0.051
C -0.6441 -2.2374 5.0237 -0.019 0.016 -0.002 -0.293
C 2.6207 2.2580 3.6837 0.001 -0.024 0.055 -0.294
C 2.0561 0.2479 -4.4080 0.023 -0.018 0.022 -0.089
C -1.7444 -3.0683 4.3598 -0.001 -0.002 0.012 -0.126
C -3.9211 0.0724 -0.1522 0.003 0.075 0.040 -0.028
C 1.6019 1.3245 3.5377 0.054 -0.008 -0.010 -0.014
C -0.2935 -3.1797 -2.2280 -0.044 -0.041 0.019 -0.130
C -2.6427 -2.1402 3.5411 0.004 0.009 0.001 -0.271
C -3.2997 -1.1214 4.4731 -0.012 0.000 0.006 -0.123
C -0.7097 0.9580 -3.1432 0.045 -0.021 -0.060 -0.316
H -2.3348 -3.5947 5.1208 0.003 -0.003 -0.006 0.110
H 0.0100 -2.8913 5.6122 0.006 -0.009 -0.004 0.129
H 3.8764 3.7110 2.7139 0.009 0.001 0.003 0.096
H -1.0434 0.1425 -5.1074 0.029 -0.044 -0.037 0.079
H 1.8523 1.8936 -2.2570 -0.029 0.036 -0.017 0.071
H -0.4790 -3.3239 -4.9108 -0.001 0.001 0.003 0.082
H -2.5091 -2.8807 -3.4872 0.000 0.005 -0.020 0.092
H 1.4882 1.1501 -4.6323 -0.015 0.023 0.018 0.072
H 0.9211 1.8229 0.2759 0.023 0.048 0.034 0.065
H 2.3649 0.7493 -1.0068 -0.001 0.055 -0.175 0.018
H -2.3262 4.1795 -4.6042 -0.008 0.007 0.003 0.097
H -3.9688 -0.4758 3.8962 -0.009 0.000 0.004 0.121
H -2.5398 -1.4026 -2.5459 -0.029 0.025 0.079 0.062
H -3.4088 -2.7142 3.0146 -0.001 -0.005 -0.006 0.139
H 3.8514 -1.0774 -2.7292 -0.027 -0.006 -0.022 0.085
H 3.6871 3.0051 -0.3840 -0.001 0.010 0.005 0.070
H -0.6730 1.1093 4.5440 -0.003 0.026 -0.013 0.102
H 1.7609 -0.5330 -5.1082 -0.010 0.012 0.016 0.057
H 2.1038 3.7697 -0.5391 0.006 0.002 0.006 0.071
H -1.3761 -2.1147 1.7912 -0.030 0.009 -0.028 0.108
H 2.6634 -2.1730 -3.4378 -0.008 -0.021 -0.037 0.059
H 0.6179 -2.2638 3.2604 0.014 -0.035 -0.020 0.073
H -0.5003 -0.5984 6.4333 0.000 0.002 0.001 0.114
H 1.1021 -2.6625 -4.5170 0.013 -0.003 0.020 0.055
H -5.3546 3.6844 -0.5182 -0.006 0.002 -0.010 0.121
H -1.2970 -3.8247 3.7069 0.004 0.004 0.003 0.118
H 3.4670 1.1711 -2.3150 -0.019 0.001 0.000 0.089
H 3.3662 4.5366 0.4379 -0.003 0.003 0.007 0.066
H -2.0414 1.0790 3.4470 -0.013 -0.014 -0.006 0.132
H 3.6133 1.5017 5.4462 -0.001 -0.001 -0.006 0.071
H -0.0946 -1.6646 -5.3431 -0.027 0.052 0.003 0.055
H 2.5133 2.8402 5.7613 -0.001 0.001 -0.001 0.070
H -0.8162 -3.0001 -1.2872 -0.002 -0.007 -0.043 0.049
H -3.9062 -1.6313 5.2325 0.009 -0.003 -0.003 0.111
H 1.3084 0.7791 4.4199 0.026 0.039 -0.015 0.079
H -1.8517 -1.6959 6.7416 0.006 0.004 0.000 0.109
H -2.4450 -0.7332 1.9228 0.018 -0.017 0.031 0.101
H 2.6376 -1.8365 -1.7040 0.034 0.048 -0.255 -0.031
H 1.0281 -1.0204 4.4166 -0.002 -0.058 -0.021 0.099
H -2.0737 2.1555 -6.0182 -0.005 -0.004 -0.007 0.093
H 3.1143 0.4687 -4.5863 -0.007 -0.013 -0.008 0.083
H -2.3179 -1.3234 -4.3057 -0.011 -0.020 0.019 0.063
H -1.5124 4.1429 -2.2629 0.121 -0.075 -0.222 0.086
H -5.9177 -0.5601 -0.2177 0.004 -0.009 0.013 0.121
H -2.6669 0.4575 5.8060 0.002 0.014 0.003 0.130
H -0.5156 2.1115 -1.3367 -0.021 0.056 -0.279 0.066
H -0.6840 -4.1039 -2.6676 0.016 -0.027 0.006 0.082
H 4.0787 3.1468 5.0005 -0.002 0.000 0.003 0.061
H 0.7712 -3.3145 -2.0300 0.014 0.009 -0.012 0.045

110
Properties=species:S:1:pos:R:3:forces:R:3:lowdin_charge:R:1 method="wB97M-V/def2-TZVPD" gap_ev="6.486 / 6.374" s_squared=2.02 spin_multiplicity=3 homo_ev="-9.63 / -9.92" total_energy_ev=-316661.1894 total_charge=+1
Mo 0.9997 -0.4942 0.8580 0.286 -1.527 -0.373 1.413
As -4.2042 3.2920 0.5444 -0.368 -1.217 0.469 1.126
As -1.1761 -0.6651 -0.6392 -1.045 -1.063 -0.636 1.205
As -0.8637 -0.2414 2.7747 0.489 1.123 -0.138 1.161
Cl 2.7203 -2.6826 4.8828 0.749 0.061 1.043 0.766
Cl -0.9199 -5.3469 0.6337 -0.008 -0.016 -0.226 0.753
Cl 0.4860 -7.1480 2.9071 -0.614 -0.108 -0.539 0.694
Cl 2.0715 -5.8824 5.1989 -0.396 0.916 -0.987 0.648
S -2.0870 2.2036 -5.3119 0.677 -0.829 -0.301 0.797
S 3.2923 -2.0169 -0.9877 -3.113 -1.201 0.582 0.594
O 3.2476 -2.5971 0.3223 0.047 0.036 0.095 -0.283
O 1.6789 -1.4866 2.5269 -0.070 0.261 -0.276 -0.367
O -1.4600 3.1366 -4.3437 0.585 -0.075 0.227 -0.555
O 4.5045 -1.5348 -1.4991 1.906 0.725 -1.169 -0.256
O 0.3475 -2.4660 0.6821 -0.422 0.946 -0.542 -0.352
O 4.4550 3.0003 5.0366 -0.578 -1.432 -0.346 0.060
N 2.7926 0.7765 1.6646 0.510 -1.152 -0.374 -0.018
N 0.8831 1.3854 -0.3733 -0.610 1.397 1.489 -0.092
N 3.1882 1.3101 5.8585 0.072 0.805 0.599 0.168
N 2.1882 -0.7771 -0.9277 -0.590 0.739 -0.898 -0.254
C 2.6466 -4.2889 -4.2669 -0.630 -1.033 -2.236 -0.066
C 1.4839 1.4475 -1.5592 0.595 -2.873 -0.896 -0.260
C 1.3658 -2.7739 2.6991 0.032 -0.150 -1.001 -0.421
C 3.0205 -3.2597 -3.4339 2.015 1.175 -0.533 -0.091
C -0.8509 1.4804 -6.4934 0.015 0.228 2.455 -0.216
C 0.6706 -5.4483 2.7938 1.177 0.578 1.905 -0.685
C 5.1411 1.5339 1.4050 -2.066 -0.560 -0.305 0.034
C 2.7132 0.1999 -3.2364 -0.956 0.570 1.131 0.010
C 1.0873 3.7828 -1.7659 -0.783 -0.426 -1.676 0.034
C 3.8613 1.1595 0.9142 0.696 -0.332 0.790 -0.049
C 1.4872 -4.8838 3.8596 -0.620 -1.426 -0.936 -0.646
C 0.5839 -3.2780 1.6790 -0.063 -2.048 0.777 -0.419
C 2.1459 2.5301 -3.5895 0.282 -1.033 -0.280 -0.026
C 4.1293 1.1988 3.5335 -1.034 0.772 1.511 -0.099
C -2.7110 3.2006 -6.5954 -3.290 -0.613 0.142 -0.298
C 0.5002 3.7426 -0.5506 -0.294 2.117 0.893 -0.039
C -2.7539 0.3254 -0.0573 -0.941 0.051 -2.544 -0.359
C 2.9864 0.6601 2.9645 -1.223 0.041 2.156 -0.105
C -3.3581 0.4248 1.2906 0.179 0.411 0.015 -0.789
C 1.5067 2.5675 -2.3556 0.402 1.901 0.200 -0.167
C 1.6940 -4.2463 -1.7046 -0.006 0.738 0.857 -0.061
C -1.5152 -1.7823 3.6840 0.048 -0.968 0.088 -0.239
C 2.5840 -3.2677 -2.1184 0.245 0.695 0.041 -0.246
C -6.1128 3.6796 0.3056 -0.565 1.355 0.436 -0.353
C 1.8306 -3.5702 3.7427 -0.333 1.216 -0.009 -0.641
C 0.3885 2.5326 0.1005 0.289 -1.909 3.282 -0.114
C 5.1759 1.6569 2.7776 -0.750 -0.407 -1.056 0.005
C -4.5224 1.3663 1.2184 -1.894 1.464 0.026 -0.339
C -0.1325 0.7550 4.3024 -1.590 -1.406 1.673 -0.257
C 1.6139 -5.1985 -3.9283 2.519 1.968 0.897 -0.066
C -1.2033 0.0017 -2.5114 -0.467 -0.538 0.768 -0.229
C 1.2022 -5.1621 -2.6353 -1.893 -1.322 2.283 -0.088
C 2.7309 1.3656 -4.0055 -0.751 1.199 0.126 -0.046
C -1.8415 -2.5174 -1.0730 -1.013 1.703 1.208 -0.221
C 0.1482 -4.6471 1.7828 0.852 0.652 0.196 -0.596
C 2.0916 0.2146 -1.9767 1.538 -0.762 0.086 -0.223
C -2.3895 0.8813 2.3384 0.628 1.948 0.890 -0.342
C 3.9672 1.8760 4.8897 0.926 1.486 0.745 -0.463
C -3.9908 4.1676 2.2627 0.840 1.579 0.110 -0.383
C -3.9192 -0.8428 1.7577 -0.381 -2.602 -0.142 -0.085
H -2.2299 -0.0674 -2.8866 0.046 -0.036 0.278 0.040
H -4.7052 3.9367 3.0483 -0.146 -0.201 -0.118 0.026
H 3.1297 1.8097 6.7759 0.263 -0.714 -1.421 0.147
H -1.9194 3.7155 -7.0432 0.987 0.862 -0.870 0.031
H -0.9429 1.2192 4.9202 0.470 -0.437 -0.634 0.063
H -2.9652 4.0771 2.6551 -0.316 -0.322 -0.109 0.007
H -4.3424 -0.7148 2.7461 -0.331 -0.239 0.151 0.101
H -0.6216 -0.7405 -3.0417 0.439 0.229 -0.383 0.036
H 6.0009 1.7951 0.7943 -0.486 -0.075 -0.176 0.125
H 0.4221 0.0729 4.9929 -0.400 0.347 -0.708 0.045
H -5.2876 0.9627 0.5016 0.665 0.249 0.513 0.089
H -1.3582 0.7392 -7.0417 -0.581 -0.807 -0.905 0.039
H 0.4807 -5.9410 -2.2368 0.862 1.038 -0.614 0.124
H -6.2829 4.6242 -0.2549 0.400 -0.672 0.014 0.028
H -3.1446 -1.5951 1.8111 0.439 -0.327 0.313 0.054
H -4.6152 -1.3519 1.0721 -0.277 0.719 0.185 0.116
H -1.8975 1.8528 2.0922 -0.250 -0.513 -0.360 0.064
H -0.0791 1.0297 -5.8966 0.322 -0.440 0.345 0.032
H 0.2217 4.7259 -0.1089 -0.112 -1.209 -0.015 0.136
H -6.6040 2.8718 -0.2147 -0.125 -0.213 -0.186 0.007
H 2.1906 3.3792 -4.2201 -0.041 0.834 -0.313 0.114
H 1.0810 4.6879 -2.3815 0.303 -0.224 0.420 0.144
H -2.9729 1.2067 3.2135 0.243 -0.631 0.232 0.101
H 3.1842 0.3171 5.8738 -0.242 -0.767 0.237 0.073
H 5.9185 2.2132 3.2362 1.549 0.724 0.987 0.111
H -3.6067 0.1047 -0.8039 1.339 -0.154 0.913 0.129
H -3.4389 3.8916 -6.1166 0.410 -0.346 -0.535 0.072
H -2.1040 -3.1487 -0.2088 0.408 0.522 -0.389 -0.006
H -3.2673 2.4845 -7.2761 0.673 1.078 0.439 0.090
H 1.3684 -5.9755 -4.5683 -0.640 -1.188 -1.177 0.088
H 3.6114 1.0229 -0.0903 0.332 0.339 -1.671 0.073
H -2.4781 1.3197 -0.3753 0.254 0.627 -0.061 0.019
H -2.7462 -2.3044 -1.6455 0.066 -0.161 -0.158 0.036
H -0.9244 -1.8318 4.5923 0.307 -0.549 -0.035 0.044
H -0.8817 1.0300 -2.6170 0.308 0.040 -0.089 0.014
H -1.0834 -2.9362 -1.6717 0.840 -0.785 -0.652 -0.001
H -2.5110 -1.5881 4.0089 -0.837 0.269 0.190 0.027
H -4.0489 5.2617 2.0381 -0.231 -0.706 0.219 0.031
H 2.1429 0.2119 3.6332 1.920 1.133 -1.554 0.097
H 3.1743 -0.6288 -3.6895 0.484 -1.053 0.139 0.068
H 1.4031 -4.2275 -0.6416 0.047 -0.356 -0.774 0.086
H 3.1967 1.4657 -4.9601 0.470 -0.717 -0.512 0.111
H -6.6438 3.8854 1.2580 0.437 -0.527 -0.295 0.036
H 0.1241 2.3623 1.2155 -0.190 1.042 -2.024 0.123
H -0.3959 2.2426 -7.0609 0.305 0.895 -0.879 0.038
H 0.5196 1.5069 4.0079 1.134 1.442 -0.656 -0.017
H -1.5382 -2.7277 3.1049 0.346 0.669 0.414 0.058
H -5.0417 1.3601 2.2279 0.518 0.345 -1.052 0.109
H 3.7986 -2.4672 -3.7467 -1.236 -1.697 0.439 0.130
H 3.1102 -4.4899 -5.2735 -0.387 0.836 1.128 0.127